ORCA calculation (ωB97M-V with the def2-TZVPD basis set) on a single C7H12 molecule.

The geometry in XYZ format:
```
19
C7H12, DFT ωB97M-V with the def2-TZVPD basis set
C 0.04 -1.30 -0.61
H 0.60 2.11 -1.07
H 1.30 -0.90 1.14
C -1.22 -0.44 -0.55
H -0.48 2.43 1.01
H -0.13 -2.12 -1.32
H -2.10 0.25 1.38
H 0.76 -2.58 0.99
C -0.28 1.37 0.79
C 0.01 0.05 -1.28
H 1.65 1.01 -0.19
H 2.00 -1.94 -0.10
H -2.28 1.28 -0.03
H 0.02 0.13 -2.36
C 0.60 1.20 -0.47
C 1.07 -1.69 0.42
H 0.20 0.96 1.68
H -2.05 -0.85 -1.11
C -1.58 0.61 0.48
```

Computed properties:
- Energy: -273.886555 hartree
- Energy above the lowest of the compared OMol25 structures with the same formula, charge and spin: 13.80 kcal per mole
- HOMO-LUMO gap: 0.397 hartree
- Structure (SMILES): C[C@H]1[C@H]2CCC[C@@H]12

***

ORCA calculation (ωB97M-V with the def2-TZVPD basis set) on a single C5H6Br2 molecule.

The geometry in XYZ format:
```
13
C5H6Br2, DFT ωB97M-V with the def2-TZVPD basis set
C -1.15 -0.50 0.86
Br -3.87 -0.95 -0.05
H 1.62 1.17 -0.58
H 0.08 0.83 -1.30
C -2.03 -0.51 -0.06
H 0.53 -1.88 -0.66
H -1.25 -0.79 1.89
Br 2.86 -1.40 0.07
C 0.76 0.51 -0.54
C 0.28 -0.19 0.67
H -1.65 -0.17 -1.12
C 1.02 -0.94 -0.44
H 0.85 0.02 1.66
```

Computed properties:
- Energy: -5342.062184 hartree
- Energy above the lowest of the compared OMol25 structures with the same formula, charge and spin: 32.68 kcal per mole
- HOMO-LUMO gap: 0.374 hartree
- Structure (SMILES): Br/C=C/[C@@H]1C[C@H]1Br

***

ORCA calculation (ωB97M-V with the def2-TZVPD basis set) on a molecular structure, C4H11FeO3.

The geometry in XYZ format:
```
19
C4H11FeO3, DFT ωB97M-V with the def2-TZVPD basis set
O 1.05 -0.33 1.60
C 1.83 -0.51 0.41
C 0.13 -1.90 -3.79
H 1.70 0.39 -0.23
H 2.89 -0.60 0.69
C 1.50 0.71 2.45
O -0.15 -1.79 -0.31
H 1.91 -1.87 -1.22
H 1.20 -2.12 -3.95
O -0.06 -0.84 -2.89
H -0.93 -1.03 -2.34
H 2.50 0.46 2.84
Fe -0.89 -0.83 1.16
H 1.66 -2.64 0.29
H 1.55 1.66 1.90
H -0.35 -2.83 -3.44
C 1.32 -1.75 -0.29
H -0.32 -1.62 -4.76
H 0.79 0.79 3.27
```

Computed properties:
- Energy: -1648.288545 hartree
- Multiplicity: 6
- Energy above the lowest of the compared OMol25 structures with the same formula, charge and spin: 5.63 kcal per mole
- HOMO-LUMO gap (alpha / beta): 0.265 / 0.339 hartree

***

ORCA calculation (ωB97M-V with the def2-TZVPD basis set) on 12 unconnected molecules or ions with the total composition CH28N3O11.

The geometry in XYZ format:
```
43
CH28N3O11, DFT ωB97M-V with the def2-TZVPD basis set
H -3.88 0.29 1.48
H -0.62 1.18 1.74
H -2.79 -0.68 0.91
N 0.41 -0.21 -0.11
N 0.39 1.26 1.66
H 2.76 -0.69 0.65
H -2.03 2.16 -1.43
H -1.06 -1.89 -2.28
H 3.43 1.61 -1.35
C 1.03 0.30 0.94
H 0.80 1.48 2.57
O 1.74 0.48 3.92
H 1.19 -0.35 3.92
O 2.35 -2.13 -0.93
H 2.60 0.09 2.21
H 2.99 -2.17 -1.65
H -0.37 -1.85 2.93
H -0.66 4.23 -0.81
N 2.21 -0.16 1.31
O -2.11 -2.29 0.79
H 0.72 2.31 -3.81
H 1.80 -2.93 -1.00
O -3.05 0.28 0.98
O -1.01 -2.72 -1.71
O 0.11 -1.70 3.77
O 2.62 1.17 -1.10
H -1.84 0.13 -2.76
H 1.99 1.37 -1.84
H -1.64 -2.37 -0.08
O -1.11 -0.40 -3.14
H -2.73 -3.01 0.80
H 0.45 -2.55 4.05
H 0.92 -0.82 -0.73
H -0.38 0.26 -3.26
O -2.45 1.28 -1.52
H -2.85 1.01 -0.67
H 1.90 0.76 4.81
H -0.42 0.24 -0.47
O 0.62 1.83 -2.98
H 0.12 2.41 -2.37
H -0.13 2.86 -0.20
O -0.55 3.27 -0.97
H -1.46 -3.36 -2.26
```

Computed properties:
- Energy: -1046.718564 hartree
- Net charge: +1
- Energy above the lowest of the compared OMol25 structures with the same formula, charge and spin: 0.00 kcal per mole
- HOMO-LUMO gap: 0.415 hartree

***

ORCA calculation (ωB97M-V with the def2-TZVPD basis set) on 2 unconnected molecules or ions with the total composition C3H2NOS2.

The geometry in XYZ format:
```
9
C3H2NOS2, DFT ωB97M-V with the def2-TZVPD basis set
C 1.13 -0.13 -1.82
N 0.60 0.79 -1.36
S -1.23 1.57 1.07
H 0.95 0.11 0.98
S -2.01 -0.97 -0.45
H -0.15 -0.49 2.17
C -1.01 0.00 0.32
C -0.02 0.22 1.35
O 1.74 -1.09 -2.26
```

Computed properties:
- Energy: -1041.881871 hartree
- Net charge: -1
- Energy above the lowest of the compared OMol25 structures with the same formula, charge and spin: 64.48 kcal per mole
- HOMO-LUMO gap: 0.270 hartree

***

ORCA calculation (ωB97M-V with the def2-TZVPD basis set) on a single C2H4ClFO molecule.

The geometry in XYZ format:
```
9
C2H4ClFO, DFT ωB97M-V with the def2-TZVPD basis set
H 0.48 1.02 -0.92
H -1.35 0.61 0.50
O 0.33 0.55 1.39
H 1.05 0.00 1.54
H -0.75 -1.07 0.89
C 0.03 0.04 -0.89
Cl 1.55 -0.94 -1.05
C -0.51 -0.06 0.47
F -0.84 -0.14 -1.93
```

Computed properties:
- Energy: -713.878406 hartree
- Energy above the lowest of the compared OMol25 structures with the same formula, charge and spin: 6.39 kcal per mole
- HOMO-LUMO gap: 0.439 hartree
- Structure (SMILES): OC[C@H](F)Cl

***

Number 1: F_max 0.21 eV/Å. Number 2: F_max 5.17 eV/Å. Number 3: F_max 3.41 eV/Å. Number 4: F_max 0.92 eV/Å. Number 5: F_max 3.76 eV/Å. Number 6: F_max 3.00 eV/Å.